Computed, not measured: C6H9NO as an isolated structure at a distorted geometry, with ωB97M-V/def2-TZVPD.

Computed properties:
2S+1: 1
gap between HOMO and LUMO: 8.25 eV
largest force on an atom: 7.12 eV/A
LUMO: -0.28 eV
energy relative to the best compared isomer or geometry (same formula, charge and spin): 4.990 eV
DFT total energy: -9900.6137 eV

Last column: Löwdin charge in e.
Element x y z (Å)
C1 -1.52 -0.68 -1.06  -0.072
C2 -0.07 1.27 0.10  -0.608
C3 0.11 0.17 1.11  -0.062
C4 -0.12 -0.56 -0.54  -0.258
N1 1.13 1.96 -0.10  0.123
C5 0.36 -0.40 2.25  0.045
C6 0.85 -1.38 -0.93  0.087
O1 -1.19 1.83 0.15  0.025
H1 1.60 1.80 -0.98  0.085
H2 1.08 2.93 0.17  0.096
H3 -2.24 -0.57 -0.25  0.091
H4 -1.72 0.11 -1.77  0.086
H5 -1.67 -1.64 -1.54  0.079
H6 0.05 -1.42 2.43  0.069
H7 0.86 0.16 3.03  0.070
H8 0.63 -2.26 -1.53  0.073
H9 1.85 -1.32 -0.52  0.073